C2H5N3S2 in the gas phase, computed with the ωB97M-V functional and the def2-TZVPD basis.

Results
Gap between HOMO and LUMO: 9.19 eV
SMILES: [H]/N=C(\N)S/C=N\S
E_HOMO: -8.6 eV
Energy relative to the best compared isomer or geometry (same formula, charge and spin): 167.75 kJ/mol

Cartesian coordinates (Å):
H -2.549 1.351 -0.113
N -1.544 1.131 -0.175
C -1.354 -0.128 -0.093
N -2.280 -1.134 -0.033
S 0.312 -0.789 -0.197
C 1.248 0.694 -0.031
N 2.532 0.777 0.013
S 3.439 -0.654 -0.095
H -1.958 -2.027 0.417
H -3.201 -0.860 0.238
H 0.689 1.652 0.053
H 4.665 -0.012 0.015

A molecular structure, C33H36AsF5MoN6O2Se, computed with the ωB97M-V functional and the def2-TZVPD basis.

Results
Gap between HOMO and LUMO: 6.20 eV
E_HOMO: -13.6 eV
Energy relative to the best compared isomer or geometry (same formula, charge and spin): 0.00 kJ/mol
Net charge: +2

Cartesian coordinates (Å):
Mo 1.329 -0.119 1.215
C -2.286 -5.947 -1.956
C -1.731 -4.567 -1.766
C -0.361 -4.336 -1.810
C 0.178 -3.066 -1.652
C 1.659 -2.900 -1.883
C -0.707 -2.009 -1.398
As -0.001 -0.279 -0.943
N -0.532 0.164 0.707
C -1.796 0.155 1.351
C -2.138 -0.876 2.216
C -3.391 -0.878 2.815
C -4.294 0.144 2.551
C -3.946 1.171 1.680
C -2.700 1.177 1.076
C -0.145 1.183 -2.188
C -0.406 0.885 -3.535
C -0.486 -0.510 -4.104
C -0.588 1.949 -4.410
C -0.503 3.272 -4.002
C -0.722 4.403 -4.961
C -0.184 3.526 -2.670
C 0.012 2.513 -1.746
C 0.399 2.919 -0.346
C -2.100 -2.188 -1.428
C -3.091 -1.058 -1.333
C -2.579 -3.477 -1.600
H -1.562 -6.710 -1.677
H -2.548 -6.106 -3.004
H -3.191 -6.092 -1.367
H 0.311 -5.166 -1.996
H 2.226 -3.690 -1.389
H 2.053 -1.947 -1.529
H 1.874 -2.973 -2.952
H -1.427 -1.667 2.424
H -3.660 -1.679 3.490
H -5.268 0.141 3.021
H -4.648 1.967 1.470
H -2.432 1.964 0.383
H 0.349 -1.138 -3.789
H -0.462 -0.459 -5.190
H -1.408 -1.017 -3.819
H -0.796 1.728 -5.450
H -0.900 4.042 -5.971
H 0.143 5.067 -4.979
H -1.582 5.000 -4.654
H -0.073 4.554 -2.343
H 0.644 3.979 -0.327
H 1.289 2.393 0.015
H -0.394 2.750 0.377
H -2.643 -0.087 -1.554
H -3.541 -1.007 -0.342
H -3.899 -1.213 -2.048
H -3.652 -3.634 -1.612
C 4.633 0.693 -1.783
C 3.168 0.852 -1.473
O 2.925 0.486 -0.063
H 4.808 0.979 -2.819
H 4.950 -0.342 -1.656
H 5.248 1.338 -1.154
H 2.553 0.185 -2.071
H 2.813 1.872 -1.599
H 3.780 0.504 0.420
N 6.655 0.475 2.894
N 5.297 0.302 3.062
N 4.698 0.068 4.215
C 3.434 -0.043 3.865
N 3.300 0.122 2.533
N 4.490 0.324 2.044
H 7.127 -0.140 3.549
H 6.894 1.440 3.101
H 2.624 -0.247 4.542
F -3.226 1.445 6.440
C -2.234 1.282 5.583
C -1.413 0.169 5.672
F -1.621 -0.742 6.611
C -0.396 0.003 4.754
F 0.385 -1.087 4.797
C -0.181 0.923 3.736
O 0.809 0.702 2.843
C -0.995 2.045 3.678
F -0.803 2.939 2.706
C -2.023 2.222 4.585
F -2.818 3.276 4.488
Se 1.425 -2.295 1.437

A molecular structure, C19H16F3FeNO4S, computed with the ωB97M-V functional and the def2-TZVPD basis.

Results
Gap between HOMO and LUMO (alpha / beta): 6.74 / 5.59 eV
2S+1: 5
E_HOMO (alpha / beta): -6.6 / -7.9 eV

Cartesian coordinates (Å):
C -0.476 -1.651 -1.345
C 0.917 -1.812 -0.808
C 1.509 -0.865 -0.046
Fe 2.474 -0.794 -2.002
C 2.369 1.053 -1.691
O 2.308 2.169 -1.473
C 1.305 -0.756 -3.443
O 0.594 -0.759 -4.332
C 4.472 -0.956 -1.285
C 4.480 -0.424 -2.629
C 3.881 -1.402 -3.504
C 3.499 -2.541 -2.701
C 3.877 -2.272 -1.333
H -1.227 -2.032 -0.651
H -0.700 -0.596 -1.515
H -0.602 -2.174 -2.296
H 1.375 -2.802 -0.896
H 1.009 0.084 0.131
H 2.445 -1.032 0.485
H 4.869 -0.455 -0.400
H 4.901 0.531 -2.939
H 3.709 -1.285 -4.576
H 3.048 -3.461 -3.073
H 3.781 -2.964 -0.494
F -3.566 1.721 -2.771
C -2.801 2.118 -1.749
F -1.509 1.831 -1.941
F -2.980 3.410 -1.455
S -3.308 1.166 -0.262
C -2.179 1.918 0.927
C -2.253 1.527 2.231
C -1.373 2.053 3.224
C -1.466 1.637 4.518
C -2.423 0.690 4.915
C -2.503 0.268 6.231
N -2.567 -0.091 7.340
C -3.296 0.165 3.952
C -3.220 0.562 2.653
O -4.684 1.441 0.288
O -2.857 -0.273 -0.254
H -1.461 2.635 0.582
H -0.629 2.778 2.938
H -0.802 2.033 5.270
H -4.036 -0.557 4.258
H -3.904 0.162 1.920

A molecular structure, C8H13Cl2N3O3ScTb, computed with the ωB97M-V functional and the def2-TZVPD basis.

Results
Gap between HOMO and LUMO (alpha / beta): 3.30 / 3.32 eV
2S+1: 7
E_HOMO (alpha / beta): -19.9 / -20.0 eV
Energy relative to the best compared isomer or geometry (same formula, charge and spin): 16.61 kJ/mol
Net charge: +4

Cartesian coordinates (Å):
Sc 2.044 1.542 -6.073
Tb 0.588 -0.163 -0.468
Cl 1.517 2.352 -3.968
Cl 0.434 -1.111 -2.730
C -1.295 0.882 0.885
C 3.069 2.776 -7.519
C 0.584 2.686 -7.100
O -1.921 1.495 1.629
O 3.335 3.507 -8.396
O -0.024 3.587 -7.539
C 3.407 0.467 3.560
N 2.472 -0.646 3.558
C 1.932 -0.989 4.882
C 1.846 -0.943 2.406
N 1.878 -0.104 1.339
N 1.149 -2.088 2.306
C 1.314 -3.214 3.216
C 0.493 -2.318 1.015
H 4.008 0.378 4.463
H 2.883 1.432 3.521
H 4.079 0.340 2.715
H 0.860 -1.212 4.870
H 2.444 -1.861 5.311
H 2.113 -0.143 5.556
H 2.581 0.618 1.448
H 0.634 -3.113 4.071
H 1.041 -4.144 2.698
H 2.343 -3.321 3.593
H -0.393 -1.622 0.922
H 1.208 -2.189 0.130
H 0.117 -3.341 1.015

A molecular structure, C3H6ClF, computed with the ωB97M-V functional and the def2-TZVPD basis.

Results
Gap between HOMO and LUMO: 10.26 eV
E_HOMO: -9.3 eV
Energy relative to the best compared isomer or geometry (same formula, charge and spin): 185.54 kJ/mol

Cartesian coordinates (Å):
C -0.157 0.907 1.172
C 0.330 -1.178 -0.569
C 1.198 -0.355 0.343
F 1.612 -1.032 1.408
Cl 2.340 0.648 -0.499
H -1.050 0.256 1.041
H 0.292 0.908 2.167
H -0.189 1.869 0.865
H 0.774 -2.152 -0.531
H 0.216 -0.789 -1.577
H -0.629 -1.163 -0.173

C3H9NO in the gas phase, computed with the ωB97M-V functional and the def2-TZVPD basis.

Results
Gap between HOMO and LUMO: 10.94 eV
SMILES: C[C@H](O)CN
E_HOMO: -9.9 eV
Energy relative to the best compared isomer or geometry (same formula, charge and spin): 96.87 kJ/mol

Cartesian coordinates (Å):
C 1.605 0.984 -0.103
C 0.399 0.090 -0.367
O -0.573 0.915 -1.037
C -0.304 -0.407 0.887
N -1.162 -1.575 0.538
H 2.105 1.177 -1.053
H 1.277 1.925 0.311
H 2.352 0.476 0.513
H 0.698 -0.753 -0.983
H -0.301 0.862 -1.962
H 0.418 -0.514 1.702
H -0.940 0.419 1.193
H -0.600 -2.350 0.888
H -1.913 -1.555 1.219

So what do the calculations give for energy? Going down the list: -28294.9290; -189452.6053; -83011.0005; -87256.7620; -18446.2317; -6794.0517 eV.
So what do the calculations give for F_max? Going down the list: 2.1; 0.2; 6.4; 10.0; 6.3; 1.8 eV/Å.